The following is a quantum chemistry calculation of the molecule C4H6S in a non-equilibrium geometry, from the Open Molecules 2025 dataset.

## Properties
- electronic energy (eV) = -15077.088
- energy relative to the best compared isomer or geometry (same formula, charge and spin) (kJ/mol) = 261.0
- frontier orbital gap (eV) = 9.214
- LUMO level (eV) = 0.894
- HOMO energy (eV) = -8.32

```
11
C4H6S | the Open Molecules 2025 dataset | wB97M-V/def2-TZVPD
C -0.06048 1.10771 0.82740
C 0.32238 -1.06569 -0.79867
C -0.89634 -1.23363 0.31583
C -0.80761 -0.16202 1.22599
H 0.77583 1.01417 1.58013
H -0.52299 1.99743 0.65664
H 1.32443 -1.55755 -0.13781
H -0.03713 -1.46783 -1.87056
H -1.78941 -2.02627 0.52906
H -1.02563 -0.38448 2.19372
S 0.62045 0.65914 -0.77341
```

Atom charges from the Mulliken analysis, given in e for atoms 1 to 8: atom 1 (C): -0.391, atom 2 (C): -0.411, atom 3 (C): -0.305, atom 4 (C): -0.537, atom 5 (H): 0.209, atom 6 (H): 0.399, atom 7 (H): 0.231, atom 8 (H): 0.306


The following is a quantum chemistry calculation of the molecule C4H6S in a non-equilibrium geometry, from the Open Molecules 2025 dataset.

## Properties
- electronic energy (eV) = -15077.670
- energy relative to the best compared isomer or geometry (same formula, charge and spin) (kJ/mol) = 204.8
- frontier orbital gap (eV) = 10.018
- LUMO level (eV) = 0.844
- HOMO energy (eV) = -9.17

```
11
C4H6S | the Open Molecules 2025 dataset | wB97M-V/def2-TZVPD
C -0.23811 1.71777 -0.21166
C -0.12677 0.37303 0.40258
C 1.22935 -0.07694 0.11341
C 2.28208 -0.58406 -0.11143
H -0.11846 1.68214 -1.37597
H 0.43974 2.47178 0.27675
H -1.20373 2.18002 0.13265
H -0.21450 0.56498 1.53270
H -2.32936 -0.31357 -0.36857
H 3.12386 -1.20811 -0.35823
S -1.16106 -0.87225 -0.06230
```

Atom charges from the Mulliken analysis, given in e for atoms 1 to 8: atom 1 (C): -1.201, atom 2 (C): 0.489, atom 3 (C): -0.911, atom 4 (C): 0.179, atom 5 (H): 0.280, atom 6 (H): 0.333, atom 7 (H): 0.375, atom 8 (H): 0.196


The following is a quantum chemistry calculation of the molecule C4H6S2 in a non-equilibrium geometry, from the Open Molecules 2025 dataset.

## Properties
- electronic energy (eV) = -25914.759
- energy relative to the best compared isomer or geometry (same formula, charge and spin) (kJ/mol) = 51.4
- frontier orbital gap (eV) = 7.978
- LUMO level (eV) = -0.669
- HOMO energy (eV) = -8.65

```
12
C4H6S2 | the Open Molecules 2025 dataset | wB97M-V/def2-TZVPD
C -2.03431 -0.04166 0.03252
C -0.63269 0.57782 0.00174
C 0.47502 -0.18279 -0.02518
C 1.78944 0.40151 -0.04702
H -1.96463 -1.12782 -0.09091
H -2.62836 0.37823 -0.77863
H -2.58586 0.15868 0.96607
H -0.55515 1.65798 -0.11986
H 0.42243 -1.27216 0.03137
H 2.47622 -1.87651 -0.01263
S 3.15290 -0.69279 0.01986
S 2.08498 2.01952 0.02267
```

Atom charges from the Mulliken analysis, given in e for atoms 1 to 8: atom 1 (C): -1.079, atom 2 (C): -0.071, atom 3 (C): -0.365, atom 4 (C): 0.595, atom 5 (H): 0.301, atom 6 (H): 0.303, atom 7 (H): 0.292, atom 8 (H): 0.315


The following is a quantum chemistry calculation of the molecule C4H6S2 in a non-equilibrium geometry, from the Open Molecules 2025 dataset.

## Properties
- electronic energy (eV) = -25915.084
- energy relative to the best compared isomer or geometry (same formula, charge and spin) (kJ/mol) = 20.0
- frontier orbital gap (eV) = 9.275
- LUMO level (eV) = 0.758
- HOMO energy (eV) = -8.52

```
12
C4H6S2 | the Open Molecules 2025 dataset | wB97M-V/def2-TZVPD
C -1.73769 -1.19156 -0.08741
C -0.59993 -0.52316 0.02128
C -0.49668 0.97475 0.17618
C 1.98729 0.18022 -0.15697
H -2.71597 -0.62643 -0.01892
H -1.81491 -2.24545 -0.13200
H -0.37107 1.21283 1.24673
H -1.41147 1.48293 -0.22085
H 2.79421 0.07873 -0.87174
H 2.42923 0.44895 0.83115
S 0.95165 1.53953 -0.75558
S 0.98533 -1.33134 -0.03186
```

Atom charges from the Mulliken analysis, given in e for atoms 1 to 8: atom 1 (C): -0.918, atom 2 (C): 0.514, atom 3 (C): -0.587, atom 4 (C): -0.546, atom 5 (H): 0.206, atom 6 (H): 0.301, atom 7 (H): 0.278, atom 8 (H): 0.346


The following is a quantum chemistry calculation of the molecule C4H6S3 in a non-equilibrium geometry, from the Open Molecules 2025 dataset.

## Properties
- electronic energy (eV) = -36747.929
- energy relative to the best compared isomer or geometry (same formula, charge and spin) (kJ/mol) = 224.7
- frontier orbital gap (eV) = 8.472
- LUMO level (eV) = -0.189
- HOMO energy (eV) = -8.66

```
13
C4H6S3 | the Open Molecules 2025 dataset | wB97M-V/def2-TZVPD
C 0.07242 -0.55835 1.10048
C -0.08516 0.10982 -0.27560
C -0.28942 1.65249 -0.49042
C 1.35078 -0.13792 -0.75328
H -0.03379 -1.74602 0.83825
H -0.89196 -0.46857 1.72396
H 1.05158 -0.40456 1.74916
H -1.79178 -2.03049 -0.52235
H -0.99908 2.08851 -1.16464
H -0.55378 2.04101 0.61439
S -1.60108 -0.63525 -1.19380
S 1.53991 1.53978 -0.77421
S 2.23136 -1.45044 -0.85195
```

Atom charges from the Mulliken analysis, given in e for atoms 1 to 8: atom 1 (C): -1.412, atom 2 (C): 0.809, atom 3 (C): -0.781, atom 4 (C): 0.135, atom 5 (H): 0.307, atom 6 (H): 0.342, atom 7 (H): 0.323, atom 8 (H): 0.158


The following is a quantum chemistry calculation of the molecule C4H6Si in a non-equilibrium geometry, from the Open Molecules 2025 dataset.

## Properties
- electronic energy (eV) = -12115.863
- energy relative to the best compared isomer or geometry (same formula, charge and spin) (kJ/mol) = 486.3
- frontier orbital gap (eV) = 8.509
- LUMO level (eV) = -0.366
- HOMO energy (eV) = -8.88

```
11
C4H6Si | the Open Molecules 2025 dataset | wB97M-V/def2-TZVPD
C 0.97161 1.32029 2.41165
C 0.35609 0.60511 1.67484
C -0.22475 -0.45313 0.86968
C -1.29136 0.82783 -1.80051
Si 0.00644 -0.14171 -1.14215
H 1.75626 1.59930 3.06209
H 0.26292 -1.37873 1.31254
H -1.27630 1.08615 -2.85559
H 0.35894 1.48387 -1.43579
H 0.97715 -1.23782 -1.66096
H -1.26794 -0.52770 1.05007
```

Atom charges from the Mulliken analysis, given in e for atoms 1 to 8: atom 1 (C): -0.097, atom 2 (C): -0.394, atom 3 (C): -0.581, atom 4 (C): -0.528, atom 5 (Si): 0.368, atom 6 (H): 0.364, atom 7 (H): 0.281, atom 8 (H): 0.318


The following is a quantum chemistry calculation of a structure of composition C4H7AgO4 in a non-equilibrium geometry, from the Open Molecules 2025 dataset.

## Properties
- electronic energy (eV) = -16446.153
- energy relative to the best compared isomer or geometry (same formula, charge and spin) (kJ/mol) = 4.2
- multiplicity = 3
- frontier orbital gap (alpha / beta) (eV) = 6.522 / 7.874
- expectation value of S² = 2.005
- LUMO level (alpha / beta) (eV) = 0.590 / -2.197
- HOMO energy (alpha / beta) (eV) = -5.93 / -10.07

```
16
C4H7AgO4 | the Open Molecules 2025 dataset | wB97M-V/def2-TZVPD
O 0.97151 -0.06995 1.42325
C 1.36710 0.64330 0.29671
C 0.34894 0.47028 -0.82272
O 0.06499 -0.92783 -0.92089
C -0.80049 -1.27172 -1.98844
Ag 0.20068 -1.83314 1.02420
H 2.35911 0.31239 -0.07169
H 1.45690 1.72742 0.50025
H 0.73686 0.83385 -1.78737
H -0.59108 0.99881 -0.58775
H -0.33799 -1.00310 -2.94902
H -0.96384 -2.35454 -1.94854
H -1.76374 -0.74931 -1.88563
O -1.48098 0.01617 3.17684
C -0.90806 1.04086 3.18481
O -0.65993 2.16652 3.35600
```

Atom charges from the Mulliken analysis, given in e for atoms 1 to 8: atom 1 (O): -0.584, atom 2 (C): -0.187, atom 3 (C): -0.462, atom 4 (O): -0.217, atom 5 (C): -0.715, atom 6 (Ag): 0.072, atom 7 (H): 0.333, atom 8 (H): 0.288


The following is a quantum chemistry calculation of a structure of composition C4H7AsClO in a non-equilibrium geometry, from the Open Molecules 2025 dataset.

## Properties
- electronic energy (eV) = -79664.609
- total charge = -1
- frontier orbital gap (eV) = 7.436
- LUMO level (eV) = 3.576
- HOMO energy (eV) = -3.86

```
14
C4H7AsClO | the Open Molecules 2025 dataset | wB97M-V/def2-TZVPD
C 2.59181 -0.87412 0.12164
C 1.38855 -1.10797 0.04841
As -0.67535 -1.10416 -0.18287
C -0.73090 0.78306 0.67290
C -0.33944 1.93748 -0.31209
O -0.97836 2.96364 -0.27419
Cl 1.03443 1.87223 -1.49465
H 3.56022 -0.37072 0.34436
H -0.78233 -1.76415 1.22432
H -2.25551 -1.14057 -0.27125
H -0.57595 -0.43310 -1.58942
H -0.59357 -2.50619 -0.89828
H 0.08574 0.74964 1.46144
H -1.72933 0.99491 1.14970
```

Atom charges from the Mulliken analysis, given in e for atoms 1 to 8: atom 1 (C): -0.263, atom 2 (C): -0.436, atom 3 (As): -0.613, atom 4 (C): -0.826, atom 5 (C): 0.475, atom 6 (O): -0.485, atom 7 (Cl): -0.185, atom 8 (H): 0.294


The following is a quantum chemistry calculation of a structure of composition C4H7AuO3 in a non-equilibrium geometry, from the Open Molecules 2025 dataset.

## Properties
- electronic energy (eV) = -14085.285
- multiplicity = 3
- frontier orbital gap (alpha / beta) (eV) = 4.244 / 6.718
- expectation value of S² = 2.014
- LUMO level (alpha / beta) (eV) = -1.039 / -1.493
- HOMO energy (alpha / beta) (eV) = -5.28 / -8.21

```
15
C4H7AuO3 | the Open Molecules 2025 dataset | wB97M-V/def2-TZVPD
O -0.31988 1.13928 -0.08422
Au 3.36707 0.43228 -0.42538
O 1.84068 0.85872 0.25462
C 0.74275 0.41705 -0.17186
O 0.64230 -0.88854 -0.26999
C -0.66422 -1.55318 -0.44239
H -0.94853 -1.28418 -1.47475
H -0.45182 -2.57071 -0.07818
C -1.76742 0.14384 0.51818
C -2.82581 0.46039 -0.53139
H -1.14893 -0.26662 1.32951
H -2.36377 0.45066 1.40327
H -2.60064 0.07959 -1.53608
H -3.79217 0.04007 -0.22129
H -2.97445 1.54582 -0.61939
```

Atom charges from the Mulliken analysis, given in e for atoms 1 to 8: atom 1 (O): -0.427, atom 2 (Au): -0.219, atom 3 (O): -0.430, atom 4 (C): 0.718, atom 5 (O): -0.264, atom 6 (C): -0.476, atom 7 (H): 0.294, atom 8 (H): 0.304


The following is a quantum chemistry calculation of the molecule C4H7BO in a non-equilibrium geometry, from the Open Molecules 2025 dataset.

## Properties
- electronic energy (eV) = -6985.673
- energy relative to the best compared isomer or geometry (same formula, charge and spin) (kJ/mol) = 0.0
- frontier orbital gap (eV) = 10.197
- LUMO level (eV) = 0.586
- HOMO energy (eV) = -9.61

```
13
C4H7BO | the Open Molecules 2025 dataset | wB97M-V/def2-TZVPD
B 0.16429 1.18206 -0.08583
C 1.40702 0.21070 -0.28908
C 0.99699 -1.05571 -0.20893
C -1.11823 0.12546 0.15774
C -0.43904 -1.24443 0.13728
O 0.17684 2.54877 -0.20719
H 2.40623 0.41231 -0.61239
H 1.79520 -1.95172 -0.16046
H -1.61898 0.43315 1.05033
H -1.81047 0.37621 -0.59657
H -0.85191 -1.99268 -0.54187
H -0.40338 -1.77837 1.18047
H -0.70456 2.73426 0.17650
```

Atom charges from the Mulliken analysis, given in e for atoms 1 to 8: atom 1 (B): 0.353, atom 2 (C): -0.510, atom 3 (C): -0.295, atom 4 (C): -0.905, atom 5 (C): -0.323, atom 6 (O): -0.540, atom 7 (H): 0.437, atom 8 (H): 0.226


The following is a quantum chemistry calculation of a structure of composition C4H7BeO in a non-equilibrium geometry, from the Open Molecules 2025 dataset.

## Properties
- electronic energy (eV) = -6699.888
- multiplicity = 2
- frontier orbital gap (alpha / beta) (eV) = 6.269 / 4.999
- expectation value of S² = 0.754
- LUMO level (alpha / beta) (eV) = 0.750 / -0.502
- HOMO energy (alpha / beta) (eV) = -5.52 / -5.50

```
13
C4H7BeO | the Open Molecules 2025 dataset | wB97M-V/def2-TZVPD
H -0.33607 0.11389 -1.65082
C 1.61986 -0.32515 -0.71265
C 0.12523 -0.58903 -0.94712
C 0.86366 -1.69569 -1.61103
O 0.86619 -2.92875 -1.18200
Be 0.51206 -3.36497 -0.08617
H 1.84009 0.74692 -0.77220
H 1.98867 -0.73725 0.23726
H -0.44248 -0.91485 -0.06914
H 1.20199 -1.68732 -3.07800
C 2.18224 -0.79255 -2.57109
H 2.06708 0.21233 -3.00875
H 3.08190 -1.42223 -2.45268
```

Atom charges from the Mulliken analysis, given in e for atoms 1 to 8: atom 1 (H): 0.202, atom 2 (C): -0.632, atom 3 (C): -0.391, atom 4 (C): 0.425, atom 5 (O): -0.198, atom 6 (Be): -0.237, atom 7 (H): 0.327, atom 8 (H): 0.231


The following is a quantum chemistry calculation of a structure of composition C4H7Br2O2, from the Open Molecules 2025 dataset.

## Properties
- electronic energy (eV) = -148443.679
- energy relative to the best compared isomer or geometry (same formula, charge and spin) (kJ/mol) = 0.0
- total charge = -1
- frontier orbital gap (eV) = 7.691
- LUMO level (eV) = 3.081
- HOMO energy (eV) = -4.61

```
15
C4H7Br2O2 | the Open Molecules 2025 dataset | wB97M-V/def2-TZVPD
Br -0.83820 3.36586 2.47914
Br -0.67495 0.82703 4.37753
C -1.00089 0.68208 1.55783
C -0.30680 1.51284 2.60918
H -0.75922 1.06569 0.55232
H -2.09526 0.71219 1.69222
H -0.66708 -0.36713 1.62370
H 0.79758 1.50832 2.50815
O 1.87501 -0.76262 1.65221
O 2.75380 1.27970 2.13564
C 2.81594 0.06353 1.80608
C 4.24162 -0.48114 1.51549
H 4.46699 -0.32515 0.44709
H 5.00051 0.04805 2.11604
H 4.30859 -1.55994 1.73531
```

Atom charges from the Mulliken analysis, given in e for atoms 1 to 8: atom 1 (Br): -0.172, atom 2 (Br): -0.143, atom 3 (C): -1.111, atom 4 (C): 0.450, atom 5 (H): 0.323, atom 6 (H): 0.392, atom 7 (H): 0.292, atom 8 (H): -0.003


- Which value of electronic energy does entry 8 give?
  -79664.609 eV


- Which of these has the highest electronic energy?
  C4H7BeO


- Which value of electronic energy does entry 2 give?
  -15077.670 eV


- The highest electronic energy belongs to which entry?
  C4H7BeO